1.
The following is a DFT calculation (ωB97M-V/def2-TZVPD) of 2 unconnected molecules or ions with the total composition C2H2N4S in a non-equilibrium geometry.

Output
LUMO: -0.427 eV
energy above the lowest of the compared OMol25 structures with the same formula, charge and spin: 183.1 kJ/mol
SMILES: [H]/N=N/N=C=S.C#N

Atoms and positions in Å:
S: -2.39377 1.29839 -0.78232
N: 2.13575 0.65480 0.84309
C: -0.84422 1.26545 -0.50189
N: 0.24604 0.76961 -0.17840
H: 2.99323 1.25221 1.14477
N: -2.16429 -1.84767 0.20353
N: 1.38012 1.30959 0.11094
H: -0.17763 -2.48302 -0.64359
C: -1.17523 -2.21935 -0.19613

Forces on atoms 1 to 3 (eV/Å):
S 1.240 0.623 0.049
N 0.576 0.159 0.759
C -0.093 -1.887 0.388

Results of the Mulliken charge analysis, in e, for atoms 1 through 5: -0.189 -0.415 0.392 0.199 0.283

2.
The following is a DFT calculation (ωB97M-V/def2-TZVPD) of a molecular structure, C3H6N2O2 in a non-equilibrium geometry.

Output
LUMO: 0.154 eV
energy above the lowest of the compared OMol25 structures with the same formula, charge and spin: 509.0 kJ/mol

Atoms and positions in Å:
H: -0.00524 2.15752 0.01483
N: 0.77434 0.18971 0.05598
H: 2.71941 -0.09206 -0.13090
C: -0.18280 1.08486 0.10429
C: -1.38484 0.31176 0.32093
C: -0.06917 -1.09801 0.54781
H: 2.10739 1.16192 -1.06185
H: 0.13954 -1.13147 1.62530
O: -2.01736 -0.22667 -0.80016
O: -0.25125 -2.09553 -0.14565
H: -1.67777 -1.14319 -0.92546
N: 1.93579 0.23583 -0.68551
H: -2.08803 0.64531 1.08039

Forces on atoms 1 to 3 (eV/Å):
H 0.102 -0.089 0.002
N -1.045 0.293 -0.742
H -0.078 -0.019 -0.074

Results of the Mulliken charge analysis, in e, for atoms 1 through 5: 0.427 0.436 0.252 -0.040 -0.495

3.
The following is a DFT calculation (ωB97M-V/def2-TZVPD) of 16 unconnected molecules or ions with the total composition C19H20Cl48IN2 in a non-equilibrium geometry.

Output
LUMO: -4.147 eV
total charge: +1

Atoms and positions in Å:
C: -1.25317 -2.30908 6.07083
H: -5.58786 0.50630 1.64219
Cl: -3.88500 2.10722 1.47484
C: -4.18604 -2.24809 -10.30311
H: -1.47070 -2.97247 5.24292
C: 8.86252 -1.50620 4.67427
C: -5.30529 1.37305 2.22754
Cl: 5.11625 -2.47205 0.14163
Cl: -1.74148 -3.10931 7.56446
Cl: -7.82433 1.86966 -11.91339
H: 9.67403 -2.22260 4.60641
H: 0.07883 -3.94597 -2.37197
C: 4.06199 4.61146 4.60882
Cl: -4.93099 0.83762 3.86864
H: -6.27344 -1.35865 -5.22310
Cl: 1.25085 12.98468 2.06006
H: -11.31243 1.63619 0.03891
H: 6.93975 5.75529 5.58705
C: -10.28958 1.91642 0.25752
Cl: 1.77096 10.74813 3.83782
Cl: -8.56750 -0.95623 -5.47059
Cl: 4.91713 -0.37486 -1.84420
C: -8.59097 -6.59628 -5.77774
C: 4.20097 -1.07637 -0.39756
C: -6.96007 -1.37635 -6.05924
H: -8.35705 -5.61758 -6.18191
Cl: 7.66999 -1.90739 3.43860
H: 2.95804 4.47987 4.59259
Cl: 0.33232 8.14286 5.83126
C: 0.88043 -5.28843 3.62199
Cl: -9.56999 2.57703 -1.21251
Cl: 4.11090 0.13182 0.91623
Cl: 8.15656 -1.62124 6.28702
Cl: 10.68102 -5.07076 5.34463
H: 2.11817 10.87968 1.52247
H: -3.16619 -2.35394 -9.95382
Cl: 8.24304 -4.34501 0.61603
C: 6.16310 4.39265 4.08565
Cl: -5.18463 -1.25098 -0.71937
C: 10.37122 -6.09552 3.93511
H: 8.68354 -2.47018 -0.72174
Cl: -4.94617 2.08625 -11.58774
C: 0.29789 -3.28321 -1.54356
N: 4.87756 3.96721 3.78352
Cl: -10.34487 -6.73682 -5.65257
C: -6.50235 1.98151 -10.75264
Cl: -6.72781 3.36496 -9.67893
C: 0.47091 6.93728 4.55885
Cl: 1.18141 7.63046 3.10575
Cl: 0.48511 -1.98660 6.07722
Cl: 11.40566 -7.52264 3.96446
Cl: -4.39377 1.02728 -2.33660
Cl: -6.95747 -3.02078 -6.73269
Cl: -7.83940 -6.73464 -4.18302
Cl: 10.49422 -3.88888 -1.16201
Cl: -4.46975 -0.54393 -10.68497
Cl: -0.60527 -1.78319 -1.77878
H: 4.41762 6.00130 6.15676
H: 9.33976 -6.42340 3.97706
Cl: -7.94477 -7.81673 -6.87677
Cl: 1.86804 -3.90347 3.14564
H: -6.50336 1.08096 -10.15023
N: 4.74686 5.40290 5.41138
Cl: -4.28591 -1.64805 -3.45292
H: -3.08063 -0.78167 -1.63811
Cl: 1.37395 -6.73480 2.74463
C: 2.25711 11.56740 2.34778
H: 7.10812 4.09431 3.64476
Cl: -9.42037 0.47144 0.78032
H: 1.02966 -5.46364 4.68055
Cl: 10.60007 -5.18184 2.44330
Cl: -0.18535 -4.07767 -0.05138
Cl: -6.41142 -0.18880 -7.24261
Cl: -0.83729 -4.95568 3.35343
Cl: -10.31041 3.12945 1.54047
C: 9.29718 -3.12593 -0.11630
Cl: 2.03778 -2.95816 -1.53025
Cl: 3.96346 12.01442 2.41232
Cl: -2.16267 -0.81451 5.83683
Cl: 1.44503 5.55498 5.12130
Cl: -5.27486 -2.77486 -9.01389
I: 4.45413 2.57699 2.33202
Cl: 9.52581 0.10946 4.39679
Cl: -6.65801 2.49991 2.23148
C: -4.09991 -0.67578 -1.98940
Cl: -4.38406 -3.24982 -11.74322
H: -0.52212 6.57658 4.31860
Cl: 10.08465 -2.14880 1.12416
H: 3.18379 -1.39295 -0.63459
C: 6.09730 5.27069 5.10881

Forces on atoms 1 to 3 (eV/Å):
C -0.071 0.060 0.136
H 0.045 0.032 0.004
Cl 0.036 -0.056 -0.053

Results of the Mulliken charge analysis, in e, for atoms 1 through 5: 0.398 -0.010 -0.145 -0.090 -0.043

4.
The following is a DFT calculation (ωB97M-V/def2-TZVPD) of a single C7H6N2O molecule in a non-equilibrium geometry.

Output
LUMO: -1.062 eV
energy above the lowest of the compared OMol25 structures with the same formula, charge and spin: 291.5 kJ/mol
SMILES: C=C1C=CN=C[C@H]1N=C=O

Atoms and positions in Å:
H: 1.73708 -2.53238 -0.60168
H: -0.32665 -0.51434 1.79975
C: -0.22907 1.40221 0.84595
C: -0.17786 -0.06760 0.84648
N: 0.41662 2.20284 0.09562
H: 2.08231 -0.04019 -1.72282
C: 1.47320 0.32785 -0.92798
C: 0.98506 -1.98804 -0.02733
C: -3.09316 -0.29720 0.06417
H: 1.82343 2.29005 -1.58727
C: 1.32275 1.65230 -0.89142
C: 0.84843 -0.69235 -0.06988
O: -4.22842 -0.39616 -0.16784
H: -1.16499 1.58778 1.33395
N: -1.86970 -0.37225 0.27553
H: 0.40095 -2.56252 0.73477

Forces on atoms 1 to 3 (eV/Å):
H -0.332 0.141 0.002
H 0.124 -0.359 0.637
C -0.293 -0.304 -0.971

Results of the Mulliken charge analysis, in e, for atoms 1 through 5: 0.323 0.360 -0.220 0.169 -0.566

5.
The following is a DFT calculation (ωB97M-V/def2-TZVPD) of 3 unconnected molecules or ions with the total composition C12H18O6 in a non-equilibrium geometry.

Output
LUMO (spin up / spin down): -4.742 / -9.835 eV
total charge: +1
spin multiplicity: 2

Atoms and positions in Å:
C: 28.18097 21.86650 -16.82992
O: 28.99591 19.85158 -11.94327
H: 28.15776 21.52900 -13.46827
O: 29.50032 21.86971 -16.46110
C: 28.27699 22.06488 -14.40992
C: 30.06932 20.09980 -11.10111
H: 29.82623 26.44674 -12.87473
C: 27.37195 21.67187 -15.59517
C: 28.68577 18.50645 -10.11466
H: 29.20310 17.59421 -10.41177
C: 28.07089 25.15931 -12.45392
C: 29.15952 23.77696 -11.14640
H: 28.19456 23.07721 -14.01434
H: 27.95753 18.32366 -9.32451
O: 29.22418 23.05006 -10.21699
O: 31.08785 20.57286 -11.60406
C: 29.60202 21.83449 -15.07257
H: 30.71390 18.97442 -9.41217
H: 29.47572 20.24979 -9.04157
H: 29.87289 20.84127 -14.71447
C: 29.79722 19.46995 -9.73192
H: 30.61397 25.39354 -11.04211
H: 27.37717 24.92479 -13.26129
O: 27.98747 24.00008 -11.69575
H: 27.69936 25.99650 -11.86299
H: 27.24354 19.93326 -11.09415
H: 31.06591 24.13681 -12.18100
H: 27.38263 18.57007 -12.02781
C: 29.50585 25.40614 -12.92573
C: 27.98668 19.18016 -11.35623
C: 30.21613 24.66490 -11.74845
H: 29.58793 24.99342 -13.93123
H: 26.43529 22.22469 -15.52339
H: 30.11332 22.75703 -14.79765
H: 27.05847 20.62799 -15.60724
O: 27.77278 21.97985 -17.99145

Forces on atoms 1 to 3 (eV/Å):
C 2.947 0.214 0.749
O 2.725 1.704 -1.893
H -0.237 -0.890 -0.421

Results of the Mulliken charge analysis, in e, for atoms 1 through 5: 0.538 -0.240 0.003 -0.241 1.072

6.
The following is a DFT calculation (ωB97M-V/def2-TZVPD) of a gas-phase ion, C3H9N5 (charge +2) in a non-equilibrium geometry.

Output
LUMO (spin up / spin down): -8.355 / -12.725 eV
total charge: +2
energy above the lowest of the compared OMol25 structures with the same formula, charge and spin: 152.5 kJ/mol
spin multiplicity: 3

Atoms and positions in Å:
N: -0.42552 -0.99307 -0.03187
H: 1.64274 2.89746 -0.65040
N: 0.98043 -0.85608 -1.95289
H: 1.79975 1.94896 -2.23455
N: 0.85040 1.14731 -0.47330
N: -0.62424 0.69333 1.52313
H: -2.26409 -0.76191 2.65869
C: -0.96846 -0.52912 1.24674
C: 0.34535 -0.42619 -0.92106
C: 1.49167 1.91565 -1.19971
N: -1.94651 -1.20127 1.82719
H: 0.97118 -1.88502 -2.28123
H: -0.81462 1.19758 2.32024
H: 0.18334 1.24324 1.07792
H: -2.11799 -2.15686 1.56929
H: 1.73639 -0.24354 -2.22010
H: -0.83984 -1.99047 -0.25808

Forces on atoms 1 to 3 (eV/Å):
N -3.901 -4.287 3.408
H 0.142 -0.359 -0.629
N 0.708 -2.241 -1.879

Results of the Mulliken charge analysis, in e, for atoms 1 through 5: -0.225 0.299 -0.336 0.380 -0.209